Record 1
Molecular formula: C16H32LiN2O10
Method: DFT, ωB97M-V with the def2-TZVPD basis set

HOMO energy	-12.325	eV
E	-1497.7278	hartree
energy above the lowest of the compared OMol25 structures with the same formula, charge and spin	1.140	eV
charge	+1
LUMO energy	-3.93	eV

Structure (XYZ):
```
61
Properties=species:S:1:pos:R:3:forces:R:3
C -0.456936 3.704647 0.270518 6.1 0.9 -1.4
C 0.464902 2.699111 1.210710 -3.5 1.7 0.9
N 1.916785 2.935273 1.240333 1.8 1.9 -0.4
C 2.546504 2.533939 -0.034689 -5.7 0.9 -3.0
C 2.324452 4.418610 1.391789 -1.2 -0.4 2.2
C 1.918916 5.179513 2.633790 -3.6 1.4 1.2
C 2.702257 2.219660 2.239808 -1.0 -3.1 1.8
C 2.547297 0.583843 2.192365 0.8 8.3 6.6
O 3.280341 0.115502 3.245103 0.6 1.2 0.1
C 3.170671 -1.240832 3.132085 -3.7 0.7 0.7
H -0.461282 4.817664 0.428161 0.7 -1.0 0.7
H -1.428240 3.498751 0.290051 -3.9 -1.7 0.3
H -0.089153 3.638117 -0.805422 -0.6 -0.2 1.2
H 0.304473 1.651611 0.987085 -0.1 -0.1 -0.7
H -0.047321 2.806469 2.225135 1.4 0.0 -0.8
H 2.207236 1.482145 -0.276290 0.7 1.4 -0.1
H 3.516099 2.774592 -0.109998 3.8 0.0 0.6
H 2.140623 3.378269 -0.761774 0.3 -2.4 0.7
H 1.943163 4.984922 0.587487 -0.3 0.1 -1.2
H 3.356311 4.443496 1.491055 2.2 -0.3 -0.9
H 2.145658 6.278931 2.350005 -0.9 -1.6 0.5
H 2.337804 5.105492 3.654650 0.6 -0.9 -0.9
H 0.743862 4.984027 2.872320 2.5 1.1 -0.8
H 2.371074 2.551704 3.228648 0.1 -0.3 -0.1
H 3.718373 2.456985 2.118796 1.3 0.5 -0.2
H 2.574388 0.208792 1.346108 2.4 -3.9 -8.3
H 1.544969 0.558514 2.246336 -4.2 -0.9 1.8
H 3.546839 -1.796937 3.847327 2.3 -1.7 4.6
H 3.694476 -1.602995 2.369433 1.4 -1.4 -4.2
H 2.115333 -1.489156 3.219531 -0.3 -0.5 -0.9
Li 0.083723 0.358765 -3.615713 -0.1 -0.5 0.6
N 0.055915 -0.530868 -1.412617 6.1 -4.0 2.5
O -0.287898 0.593032 -1.626394 -2.3 3.6 -1.3
O 0.517418 -0.853267 -0.260278 -2.1 0.4 -1.8
O 0.377458 -1.288934 -2.403886 -1.5 0.8 0.0
C -2.400926 0.240550 1.336609 2.3 -0.6 -6.3
C -3.202096 -0.757305 0.391546 0.6 -0.1 4.0
C -3.156581 -2.320624 0.867298 4.2 2.1 -2.9
O -4.382312 -2.584138 1.302596 -3.0 0.8 1.2
C -5.243291 -1.471089 1.156580 -2.0 -1.6 0.8
O -6.410913 -1.553551 1.502405 3.4 0.9 -1.2
O -4.564671 -0.452368 0.566955 -2.0 -0.5 0.9
H -2.806542 0.273411 2.199693 -3.5 0.6 5.9
H -2.122885 1.235601 0.971159 -1.2 0.1 -0.5
H -1.420785 -0.042102 1.582504 1.6 -1.6 -0.1
H -3.062956 -0.560982 -0.602022 1.1 0.0 -2.6
H -2.293741 -2.412656 1.583165 -1.2 -0.2 -0.2
H -2.903762 -2.912382 -0.062320 -0.2 0.3 1.0
C -2.140596 -3.903479 -3.102674 -0.2 1.7 1.3
C -1.332092 -4.066493 -4.394448 -0.8 0.0 2.1
C 0.146010 -4.143475 -4.126026 1.8 -1.9 2.2
O 0.523460 -5.473573 -4.583532 -2.4 -0.6 -0.1
C -0.654430 -6.124128 -4.887030 -1.0 -4.0 -2.2
O -0.786546 -7.322127 -5.174985 1.0 4.0 1.3
O -1.765388 -5.275347 -4.995895 2.8 -0.6 0.6
H -1.939137 -2.856740 -2.542846 -0.1 -2.5 -1.2
H -1.961248 -4.776728 -2.407018 0.1 1.1 -0.7
H -3.215306 -3.907178 -3.326748 0.3 0.0 0.0
H -1.437226 -3.297052 -5.076671 -1.0 1.7 -1.4
H 0.347857 -4.195361 -2.943089 -0.1 0.9 -2.8
H 0.789611 -3.500074 -4.746774 -0.4 0.3 0.9
```
Positions in Å, forces in eV/Å.

Record 2
Molecular formula: C16H32NO10S5
Method: DFT, ωB97M-V with the def2-TZVPD basis set

HOMO energy	-11.753	eV
E	-3426.6978	hartree
charge	+1
LUMO energy	-4.00	eV

Structure (XYZ):
```
64
Properties=species:S:1:pos:R:3:forces:R:3
C -1.298371 -3.013892 2.618056 0.0 -0.1 0.1
C -2.705269 -3.444106 2.231529 0.2 0.3 0.2
C -3.227920 -3.073432 0.838055 0.2 0.2 0.1
O -2.808854 -1.732379 0.484681 -0.1 -0.1 -0.3
C -2.070950 -1.706961 -0.650396 0.1 -0.1 0.1
O -2.430719 -1.199286 -1.667712 0.1 0.3 0.1
C -0.725628 -2.407226 -0.518801 0.0 -0.2 -0.2
S 0.075325 -2.315710 -2.151494 -0.1 -0.1 0.0
C 1.249896 -3.551442 -1.960746 0.1 0.0 -0.1
N 1.731677 -4.194817 -3.000777 0.0 0.1 0.1
C 2.834951 -5.127691 -2.737775 -0.1 -0.2 0.0
C 2.666980 -5.525696 -1.277070 -0.2 0.5 0.1
S 1.949497 -4.033121 -0.473681 -0.1 -0.2 0.0
O -2.904488 -4.859978 2.435094 -0.4 0.0 -0.2
C -2.337197 -5.707937 1.563301 0.0 0.0 0.6
O -1.471963 -5.388816 0.789938 0.3 0.0 -0.4
C -2.908157 -7.089637 1.707860 0.0 -0.1 -0.2
S -2.356377 -8.114069 0.311864 0.0 0.0 0.0
H -1.207117 -3.081519 3.702023 0.0 0.0 0.0
H -0.532083 -3.653421 2.183633 0.0 0.1 -0.1
H -1.142294 -1.967434 2.356259 0.0 0.0 0.0
H -3.378056 -2.966152 2.943222 -0.1 -0.2 0.0
H -2.880238 -3.756792 0.067029 -0.1 -0.1 0.1
H -4.316168 -3.078742 0.849917 0.0 0.0 -0.1
H -0.103235 -1.976343 0.263738 -0.1 0.2 0.0
H -0.902032 -3.461509 -0.286578 0.1 0.1 0.1
H 1.397643 -4.004736 -3.936498 0.0 0.0 0.0
H 2.710393 -6.000624 -3.375589 0.1 0.0 -0.1
H 3.791859 -4.649405 -2.948429 0.0 0.1 0.0
H 1.930498 -6.316802 -1.157664 0.1 -0.1 0.1
H 3.599212 -5.755485 -0.770944 0.0 -0.1 -0.1
H -3.993357 -7.010579 1.701464 0.0 0.0 0.1
H -2.587076 -7.505785 2.663529 -0.1 0.0 0.0
H -3.331715 -9.019019 0.451876 0.0 -0.1 0.0
O -0.199597 3.890167 -1.493117 0.1 0.1 0.0
S 0.525044 2.679954 -1.733207 -0.2 -0.1 -0.1
O 1.863153 2.546750 -1.242250 0.0 0.0 0.0
O 0.477274 2.356863 -3.279987 0.1 -0.1 0.0
C 0.899769 3.406299 -4.198957 0.0 0.2 -0.2
C 2.398731 3.596655 -4.228383 0.0 -0.1 0.1
C -0.422628 1.307868 -1.176713 -0.1 0.0 0.1
H 0.374183 4.324343 -3.936077 0.0 0.0 0.1
H 0.524615 3.066806 -5.161420 0.0 -0.1 0.0
H 2.777106 3.975850 -3.280806 0.0 0.0 0.0
H 2.647608 4.314031 -5.010534 0.0 0.0 0.0
H 2.903959 2.654925 -4.442644 0.0 0.0 0.0
H -1.438255 1.391361 -1.553241 0.0 0.0 0.0
H -0.411921 1.351764 -0.088300 0.0 0.0 0.0
H 0.055721 0.397322 -1.528772 0.0 0.1 0.0
O 0.484799 5.070777 2.992743 0.0 0.0 0.0
S 1.374069 5.984114 2.333810 0.0 0.0 0.0
O 2.654483 6.241686 2.918732 0.0 0.0 0.0
O 0.608206 7.350484 2.086839 0.1 0.0 0.0
C -0.030610 7.977759 3.228467 -0.2 0.1 0.1
C 0.953036 8.644167 4.164220 0.1 0.0 0.0
C 1.569866 5.518260 0.654484 0.0 0.0 0.0
H -0.638398 7.230319 3.739645 0.0 0.0 0.0
H -0.699807 8.708020 2.778656 0.0 0.0 0.0
H 1.600723 7.917181 4.650480 0.0 0.0 0.0
H 0.400460 9.185611 4.932805 0.0 0.0 0.0
H 1.582505 9.348879 3.621351 0.0 0.0 0.0
H 0.589961 5.340209 0.222830 0.0 0.0 0.0
H 2.158883 4.603078 0.651969 0.0 0.0 0.0
H 2.098393 6.309040 0.128467 0.0 0.0 0.0
```
Positions in Å, forces in eV/Å.

Number 1: gap between HOMO and LUMO 8.397 eV. Number 2: gap between HOMO and LUMO 7.757 eV.